[1]
C26H85N3O15 | ωB97M-V with the def2-TZVPD basis set

The geometry in XYZ format:
```
129
Properties=species:S:1:pos:R:3:mulliken_charge:R:1
C 3.215 0.533 2.456 -0.3094
O -2.241 2.757 5.263 -0.5819
C -1.951 -3.438 -2.835 0.4449
H -1.709 -0.417 2.423 0.5748
H -0.747 1.863 3.435 -0.2838
H -1.014 -4.876 -1.516 0.4458
H -1.389 -3.299 -0.740 -0.1938
H -4.731 -4.532 2.768 0.3414
H 0.443 -2.561 -5.312 -0.1340
H 3.005 0.185 3.466 0.1189
C 0.538 -1.923 6.933 -1.2769
C -0.918 0.710 0.758 1.7751
H -3.100 -3.181 4.491 0.3302
H 0.822 1.795 4.329 0.3078
N 1.515 3.708 0.829 -0.5501
H -2.939 -1.801 -3.326 0.4526
O 3.141 1.940 2.456 -0.3838
H -3.489 -2.053 2.164 0.2023
O 0.434 1.714 -1.056 1.8613
C -3.031 1.605 -5.511 -1.4341
H -2.252 -4.502 3.578 0.4014
H -2.887 1.249 1.113 0.0722
H 2.687 -4.172 2.059 0.3346
H -1.206 0.811 -4.567 -0.0563
H 4.687 2.550 1.203 0.4933
C 3.594 2.456 1.212 -0.3824
H 3.899 -1.137 -0.702 0.1878
C -2.593 -3.467 3.567 -0.6973
H 2.202 -4.039 6.653 0.3187
C 0.001 0.463 -0.489 -0.9039
C 2.505 2.855 -5.591 -0.4726
H -3.334 2.215 3.841 0.4132
H 2.541 0.096 1.711 -0.0256
O -3.880 1.862 3.119 -0.7099
H -2.474 2.485 -5.847 0.3990
H 1.150 3.289 1.678 0.1751
H -3.443 3.838 -1.602 0.3670
N -2.287 1.008 0.329 -0.3805
H 4.165 1.590 -6.140 0.2362
H -0.583 -0.034 -1.269 0.2262
O 1.830 -2.978 -6.801 -0.5471
H 0.855 -1.708 4.175 -0.2477
N 1.208 -4.206 6.504 -0.8201
H 0.035 -0.697 2.051 -0.2580
O -1.680 3.386 -1.780 -0.7423
H -5.692 3.599 1.371 0.2879
H -2.141 1.870 -3.593 -0.2320
H -4.307 1.080 3.483 0.2876
H 2.649 -1.536 -4.569 0.2160
H -2.005 -4.181 -3.638 0.3562
C 2.893 -2.713 -1.194 -0.4496
H -1.223 -1.425 1.084 -0.3281
H 3.091 4.700 2.791 0.3036
C 1.428 -2.523 4.636 -0.0717
H 3.409 1.752 0.392 0.0893
C -0.827 2.854 5.256 -0.5558
H -1.683 -2.857 3.544 -0.0599
H 0.697 -2.605 -1.207 -0.2396
H 1.286 3.033 0.101 0.0421
C 3.779 2.568 -6.412 -0.4275
H 0.688 0.891 -2.926 -0.1438
H 2.868 -0.657 -5.996 0.3714
C 3.404 4.938 1.771 -1.6781
C -0.262 1.724 4.400 -0.0131
O 1.649 -3.619 3.776 -0.4329
O -4.819 -3.579 2.679 -0.5739
H 3.030 5.923 1.495 0.3951
H -2.701 -4.428 -1.162 0.3970
H -0.491 0.758 4.852 0.0360
H -3.210 0.889 -6.309 0.3305
O -4.746 3.613 1.196 -0.6946
H -3.637 -1.665 -1.221 0.4156
H -3.363 -0.560 -0.196 0.3552
H 3.325 -2.773 2.991 0.3459
H -1.193 4.174 -2.046 0.2527
H 1.506 -2.704 -2.825 -0.2031
H -4.349 3.079 1.907 0.3683
H 3.240 3.436 -8.097 0.3060
H -0.344 2.949 6.229 0.3582
C -3.498 -3.116 2.386 0.1565
H -0.150 -2.201 7.729 0.3828
O 3.012 -1.285 -1.048 -0.3030
H 2.127 0.990 -2.052 0.2875
H 1.305 -3.778 -6.898 0.3038
H -3.984 2.017 -5.173 0.3799
H 1.910 1.940 -5.586 -0.0185
H -1.102 -2.815 -3.150 -0.3157
H -0.621 3.737 4.640 0.3439
C 0.624 -3.008 5.855 0.5652
H 1.595 2.527 -2.565 0.2156
H 0.069 -1.036 6.495 0.1757
H -0.506 1.547 1.333 -0.8262
H 4.483 3.397 -6.332 0.3336
H 0.308 -1.547 -6.696 0.3548
H 1.506 -1.629 7.336 0.3542
C 2.078 -1.105 -5.392 -0.3583
C -1.720 -4.049 -1.456 -0.8564
C -2.241 1.062 -4.325 0.8001
H 1.268 -4.833 5.698 0.3212
C 2.427 -3.293 2.646 -0.4720
O -3.071 -2.594 -2.786 -0.6384
H -4.557 3.779 -0.558 0.4161
H 1.509 -0.251 -5.012 -0.3119
O -4.407 3.788 -1.520 -0.6741
H 2.755 3.154 -4.570 0.1851
H 3.708 -3.016 -1.856 0.4167
C 1.048 -2.037 -6.059 0.1162
H 3.068 -3.172 -0.217 0.1978
H 1.394 -4.090 -1.798 0.4100
O 3.397 2.540 -7.793 -0.5340
H -2.635 3.541 5.656 0.2889
H -3.052 -3.693 1.570 -0.0140
H -0.382 -3.295 5.545 0.0442
H -0.990 2.718 -1.590 -0.2249
H -2.227 1.902 -0.140 -0.0389
H 4.482 5.112 1.828 0.3978
C 1.531 -3.006 -1.778 -0.0010
C -0.961 -0.518 1.637 -0.6359
H 1.827 3.622 -5.967 0.4179
C 2.951 3.814 0.869 0.2686
C 1.211 1.563 -2.242 -0.6951
O -2.887 -0.020 -3.697 -0.4601
H 3.240 4.006 -0.170 0.4493
H 2.364 -2.036 4.937 0.5392
H 1.867 -2.627 1.979 -0.0055
H -3.645 0.307 -3.196 0.2503
H 4.218 0.189 2.178 0.4672
O -4.083 -1.080 -0.591 -0.7737
H 0.891 -0.065 -0.143 -0.1816
```

F_max = 2.4 eV Å⁻¹
Lowest unoccupied orbital energy = 0.0056 Ha
E_HOMO = -0.3413 Ha
Orbital gap = 0.3469 Ha

=====

[2]
C26H8BaF15GeN4OS4 | ωB97M-V with the def2-TZVPD basis set

The geometry in XYZ format:
```
60
Properties=species:S:1:pos:R:3:mulliken_charge:R:1
H -2.358 1.969 4.019 0.3621
C -3.248 -0.536 -3.501 -0.1379
H 2.415 1.127 3.564 0.3350
H 1.061 -0.482 4.878 0.4747
S 0.109 4.243 -1.639 -0.5350
F 5.410 -1.968 -2.608 -0.3147
H -1.389 -0.029 5.152 0.4065
C 1.469 3.222 2.199 -0.9244
F -2.314 -3.911 -4.448 -0.3190
N -0.592 2.582 3.215 -0.6212
F 3.732 -0.104 -3.698 -0.3072
C -1.522 -1.331 -1.990 -0.0753
S 2.459 6.090 -1.434 -0.0848
H 2.483 4.675 -3.362 0.2631
C 3.663 -2.748 -1.220 0.1356
C -1.915 -3.217 0.881 0.5652
F 1.140 0.059 -2.795 -0.2844
F -3.343 -4.865 1.818 -0.3093
C -2.396 -0.352 -2.417 -0.2766
C 0.724 2.370 3.081 1.1680
H 2.558 3.142 2.210 0.3476
N 1.641 4.684 0.533 -1.3134
C 1.311 4.950 -0.691 0.5481
C -1.352 -4.293 2.952 0.5571
N 0.875 3.971 1.335 0.4502
C 2.345 -2.645 -0.793 0.3059
C 0.075 -2.626 1.992 0.2463
S -4.215 2.843 0.992 0.3503
H 2.910 6.371 -3.744 0.3194
C 2.235 5.720 -3.197 -0.8108
C -3.222 -1.742 -4.192 0.6308
Ba -1.441 3.128 0.736 1.7307
C -2.220 -4.135 1.879 0.1087
H 1.203 5.907 -3.472 0.2660
F 1.901 -3.523 0.119 -0.3108
C 3.283 -0.930 -2.744 -0.0941
C -0.755 -2.470 0.896 -0.1587
C 1.981 -0.855 -2.277 0.5389
F -2.783 -3.070 -0.134 -0.2730
C 4.137 -1.883 -2.197 0.6652
F -4.025 -1.941 -5.247 -0.3109
C -1.513 -2.517 -2.699 0.6282
F -2.434 0.821 -1.771 -0.1125
F 0.643 -3.660 4.050 -0.3414
N -3.628 4.170 0.832 -0.6066
F -4.086 0.435 -3.886 -0.3061
F -1.632 -5.171 3.923 -0.3201
F -0.668 -3.485 -2.306 -0.3623
C -2.346 -2.744 -3.787 0.1406
F 1.189 -1.888 2.056 -0.4491
Ge -0.238 -1.046 -0.445 0.1046
C 1.481 -1.691 -1.293 -0.4368
C -1.299 1.743 3.951 -0.0651
F 4.480 -3.667 -0.687 -0.3167
O -3.257 1.729 1.254 -0.6141
C 1.359 1.290 3.713 -0.6793
C -0.194 -3.525 3.013 0.1944
C -0.759 0.631 4.577 -0.6628
S 0.266 0.779 0.418 0.0651
C 0.606 0.396 4.440 -0.1738
```

F_max = 3.3 eV Å⁻¹
Net charge = -1
Lowest unoccupied orbital energy = 0.0695 Ha
E_HOMO = -0.1901 Ha
Orbital gap = 0.2596 Ha
Relative energy (zero: lowest compared OMol25 entry of this formula, charge and spin) = 40.4 kcal/mol